A structure of composition C25H31AsClNO4PPdS3 in a non-equilibrium geometry. Source: OMol25; level of theory: ωB97M-V/def2-TZVPD.

The value obtained for the HOMO energy (alpha / beta) is -7.71 / -7.76 eV. As for the energy above the lowest of the compared OMol25 structures with the same formula, charge and spin: 0.0 kcal/mol. Its HOMO-LUMO gap (alpha / beta) is 5.529 / 6.042 eV. The multiplicity is 2. As for the expectation value of S²: 0.804. As for the lowest unoccupied orbital energy (alpha / beta): -2.2 / -1.7 eV.

Geometry as XYZ:
```
68
C25H31AsClNO4PPdS3, DFT ωB97M-V/def2-TZVPD
Pd -0.855 0.311 0.685
C -6.223 -2.126 2.363
C -4.872 -2.751 2.087
O -3.836 -1.875 2.565
P -2.445 -1.849 1.803
S -1.052 -0.952 2.926
S -2.736 -1.195 -0.100
O -2.145 -3.431 1.759
C -0.920 -3.927 1.230
C -0.338 -4.960 2.176
H -7.006 -2.817 2.058
H -6.332 -1.198 1.808
H -6.327 -1.917 3.425
H -4.736 -2.918 1.014
H -4.760 -3.705 2.606
H -0.212 -3.093 1.102
H -1.139 -4.367 0.253
H -0.043 -4.484 3.107
H 0.529 -5.427 1.718
H -1.082 -5.723 2.393
O -0.434 3.514 -2.085
C 0.056 2.743 -1.265
O -0.313 1.539 -1.036
C 1.283 3.218 -0.535
C 2.015 4.226 -1.181
C 3.174 4.739 -0.651
C 3.644 4.279 0.595
C 2.950 3.289 1.251
C 1.781 2.717 0.726
S 1.131 1.446 1.696
H 1.639 4.574 -2.132
H 3.728 5.491 -1.193
H 4.540 4.693 1.025
H 3.296 2.911 2.201
C 1.774 -2.889 -0.847
As 0.879 -1.109 -0.839
C -0.034 -1.244 -2.563
C 2.495 -0.004 -1.239
C 3.280 -0.391 -2.446
C 4.410 -1.195 -2.327
C 5.179 -1.505 -3.434
C 4.835 -1.005 -4.680
C 3.711 -0.207 -4.811
C 2.934 0.093 -3.706
H 2.518 -2.912 -1.645
H 1.056 -3.691 -1.012
H 2.269 -3.057 0.112
H 0.652 -1.588 -3.341
H -0.436 -0.262 -2.813
H -0.871 -1.940 -2.474
H 3.118 -0.074 -0.338
H 2.153 1.027 -1.342
H 4.703 -1.554 -1.349
H 6.053 -2.130 -3.322
H 5.445 -1.235 -5.541
H 3.445 0.190 -5.779
H 2.069 0.737 -3.806
Cl -1.983 5.873 1.818
C -2.557 4.262 2.041
C -3.689 4.009 2.821
C -4.074 2.670 2.959
C -3.354 1.681 2.342
N -2.263 1.941 1.588
C -1.874 3.229 1.447
H -4.230 4.810 3.292
H -4.936 2.417 3.554
H -3.636 0.640 2.451
H -1.004 3.434 0.836
```